[1]
Computed, not measured: a 4-piece molecular cluster, C5H14O4 overall in a non-equilibrium geometry, with wB97M-V/def2-TZVPD.

Results
Gap between HOMO and LUMO (eV): 8.68
HOMO level (Eh): -0.299
SMILES: C/C=C/C=C/O.O.O.O
Energy above the lowest of the compared OMol25 structures with the same formula, charge and spin (kcal/mol): 52.4
LUMO level (eV): 0.5

Structure (XYZ):
```
23
Properties=species:S:1:pos:R:3:nbo_charge:R:1
C 1.030 2.511 2.117 -0.651
C 0.895 1.262 1.287 -0.172
C 0.672 1.232 -0.023 -0.208
C 0.767 0.027 -0.836 -0.293
C 0.474 -0.062 -2.120 0.124
O 0.609 -1.306 -2.713 -0.718
H 0.156 3.140 1.942 0.218
H 1.172 2.281 3.175 0.215
H 1.930 3.080 1.852 0.220
H 1.073 0.310 1.776 0.176
H 0.413 2.151 -0.537 0.189
H 1.098 -0.861 -0.312 0.243
H 0.100 0.649 -2.843 0.170
H 0.611 -1.233 -3.683 0.483
O -3.841 0.246 -0.929 -0.930
H -3.949 1.077 -0.441 0.465
H -3.163 0.481 -1.582 0.465
O -0.644 -1.782 1.802 -0.938
H 0.052 -2.448 1.779 0.474
H -0.292 -1.088 2.372 0.467
O 0.597 -3.249 -0.468 -0.963
H 0.562 -3.041 -1.410 0.491
H -0.321 -3.377 -0.207 0.473
```



[2]
Computed, not measured: C25H44Br3Cl4F3IN2O2S as an isolated structure in a non-equilibrium geometry, with wB97M-V/def2-TZVPD.

Results
Gap between HOMO and LUMO (eV): 9.03
HOMO level (Eh): -0.435
Charge: +1
LUMO level (eV): -2.8

Structure (XYZ):
```
85
Properties=species:S:1:pos:R:3:mulliken_charge:R:1
C 0.774 2.716 -3.666 -0.372
C 1.556 1.424 -3.697 -0.444
O 1.651 0.887 -2.383 -0.250
C 0.683 -0.093 -2.062 -1.077
C -0.176 0.389 -0.873 -0.572
C -0.089 -0.310 0.482 1.049
C -0.512 -1.796 0.663 1.763
C 0.366 -2.828 -0.097 -0.907
C 0.721 -4.154 0.602 -1.663
C -0.329 -5.234 0.839 0.378
F -1.178 -4.897 1.853 -0.322
Br 0.676 -6.802 1.466 -0.049
C -1.184 -5.644 -0.411 0.587
F -2.335 -4.953 -0.374 -0.148
F -0.507 -5.351 -1.524 -0.222
Br -1.661 -7.536 -0.466 -0.077
C -2.050 -1.917 0.563 -1.196
C -2.717 -1.459 -0.725 -0.084
O -3.560 -0.629 -0.721 -0.478
Br -2.202 -2.204 -2.440 -0.112
C -0.239 -1.887 2.179 -2.290
N 1.090 -1.233 2.323 0.934
C 1.691 -1.160 3.695 -0.688
S 2.783 -2.576 4.012 -0.109
C 4.470 -1.963 3.740 -0.372
C 5.205 -2.624 2.565 -0.959
C 1.144 -0.042 1.369 -0.735
I 3.082 -0.150 0.416 0.122
C 1.074 1.341 2.014 -1.629
C -0.030 1.544 3.075 -0.883
C 0.513 1.973 4.442 -1.109
C 0.703 3.494 4.553 -0.671
N 1.907 3.801 5.342 -0.636
H -0.202 2.581 -3.207 -0.310
H 0.697 3.177 -4.640 0.418
H 1.326 3.416 -3.038 0.296
H 2.569 1.637 -4.033 0.329
H 1.140 0.710 -4.408 0.335
H 0.019 -0.266 -2.906 0.503
H 1.195 -1.035 -1.874 0.211
H -1.210 0.448 -1.191 -0.362
H 0.120 1.424 -0.718 0.676
H -0.876 0.188 1.061 0.475
H -0.040 -2.973 -1.088 0.645
H 1.330 -2.346 -0.249 0.201
H 1.200 -3.980 1.561 0.308
H 1.486 -4.630 -0.003 0.832
H -2.483 -1.252 1.302 0.567
H -2.393 -2.919 0.804 0.823
H -0.275 -2.859 2.655 0.251
H -0.936 -1.274 2.746 0.689
H 1.716 -1.905 1.862 0.457
H 0.900 -1.252 4.428 0.362
H 2.262 -0.253 3.822 0.266
H 4.467 -0.884 3.628 0.280
H 4.996 -2.196 4.658 0.524
H 6.151 -3.025 2.916 0.362
H 4.643 -3.438 2.120 0.220
H 5.448 -1.905 1.791 0.194
H 0.960 2.040 1.192 0.726
H 2.033 1.560 2.478 0.938
H -0.690 2.335 2.724 0.596
H -0.670 0.673 3.195 0.334
H -0.211 1.672 5.198 0.537
H 1.450 1.485 4.691 0.286
H 0.806 3.916 3.556 0.477
H -0.190 3.917 5.012 0.314
H 1.673 3.743 6.325 0.231
H 2.201 4.751 5.157 0.221
Cl -2.310 4.832 -4.912 -0.123
C -1.902 5.040 -6.635 -0.578
C -2.034 3.733 -7.372 -0.417
Cl -0.835 2.551 -6.790 -0.147
H -0.889 5.431 -6.688 0.326
H -2.584 5.774 -7.059 0.353
H -1.878 3.878 -8.439 0.332
H -3.017 3.296 -7.217 0.277
Cl -2.586 2.449 -2.192 -0.150
C -4.285 2.099 -1.771 -0.541
C -4.975 1.295 -2.842 -0.252
Cl -5.205 2.234 -4.337 -0.166
H -4.785 3.049 -1.602 0.458
H -4.277 1.535 -0.840 0.191
H -5.962 0.996 -2.494 0.377
H -4.407 0.402 -3.093 0.070
```



[3]
Computed, not measured: one molecule with the formula C24H29FN4O3, with wB97M-V/def2-TZVPD.

Results
Gap between HOMO and LUMO (eV): 9.37
HOMO level (Eh): -0.319
SMILES: O=C(CCCC(=O)N(CC(=O)NC1CCCCC1)c1ccccc1F)Nc1ccccn1
Energy above the lowest of the compared OMol25 structures with the same formula, charge and spin (kcal/mol): 0.8
LUMO level (eV): 0.7

Structure (XYZ):
```
61
Properties=species:S:1:pos:R:3:nbo_charge:R:1
O -0.947 -3.171 -2.039 -0.612
C -0.532 -2.313 -1.291 0.688
C 0.780 -1.585 -1.555 -0.494
C 1.983 -2.298 -0.925 -0.382
C 1.964 -2.265 0.608 -0.517
C 1.711 -0.872 1.140 0.731
O 0.643 -0.583 1.667 -0.672
N 2.653 0.082 0.959 -0.448
C 2.304 1.447 1.337 -0.299
C 1.304 2.069 0.341 0.667
O 1.683 2.615 -0.678 -0.650
N 0.025 1.952 0.716 -0.603
C -1.097 2.486 -0.032 -0.062
C -1.933 1.359 -0.639 -0.410
C -3.140 1.922 -1.382 -0.398
C -3.998 2.765 -0.445 -0.396
C -3.167 3.898 0.149 -0.396
C -1.962 3.338 0.898 -0.399
C 3.911 -0.106 0.342 0.044
C 4.232 0.596 -0.817 -0.204
C 5.472 0.440 -1.409 -0.216
C 6.413 -0.411 -0.854 -0.188
C 6.123 -1.096 0.313 -0.296
C 4.885 -0.927 0.904 0.440
F 4.627 -1.570 2.065 -0.330
N -1.178 -1.892 -0.169 -0.644
C -2.467 -2.200 0.246 0.366
C -3.250 -3.211 -0.313 -0.280
C -4.524 -3.392 0.190 -0.152
C -4.976 -2.579 1.221 -0.289
C -4.118 -1.605 1.701 0.050
N -2.899 -1.415 1.230 -0.464
H 0.919 -1.572 -2.638 0.244
H 0.725 -0.555 -1.200 0.210
H 2.896 -1.827 -1.295 0.217
H 1.988 -3.340 -1.252 0.225
H 2.898 -2.669 0.994 0.243
H 1.150 -2.890 0.980 0.240
H 1.872 1.427 2.341 0.226
H 3.214 2.047 1.334 0.235
H -0.196 1.337 1.489 0.428
H -0.672 3.109 -0.827 0.224
H -2.274 0.698 0.161 0.218
H -1.318 0.777 -1.329 0.208
H -3.730 1.099 -1.790 0.212
H -2.800 2.538 -2.217 0.195
H -4.380 2.133 0.360 0.195
H -4.852 3.174 -0.987 0.207
H -3.778 4.494 0.830 0.208
H -2.822 4.555 -0.653 0.196
H -2.307 2.714 1.726 0.194
H -1.363 4.152 1.312 0.212
H 3.499 1.270 -1.237 0.262
H 5.702 0.988 -2.309 0.223
H 7.378 -0.535 -1.319 0.221
H 6.844 -1.746 0.783 0.234
H -0.719 -1.234 0.460 0.451
H -2.863 -3.817 -1.114 0.259
H -5.160 -4.165 -0.217 0.217
H -5.964 -2.698 1.636 0.219
H -4.413 -0.938 2.500 0.191
```



[4]
Computed, not measured: a 7-piece molecular cluster, C5H24N2O7 overall in a non-equilibrium geometry, with wB97M-V/def2-TZVPD.

Results
Gap between HOMO and LUMO (eV): 9.61
HOMO level (Eh): -0.340
SMILES: CNC(=O)CCCN.O.O.O.O.O.O
Energy above the lowest of the compared OMol25 structures with the same formula, charge and spin (kcal/mol): 38.9
LUMO level (eV): 0.4

Structure (XYZ):
```
38
Properties=species:S:1:pos:R:3:nbo_charge:R:1
C -1.936 0.717 2.156 -0.433
N -1.670 0.928 0.711 -0.639
C -0.404 1.171 0.243 0.711
O 0.540 1.323 0.993 -0.704
C -0.257 0.998 -1.344 -0.503
C 1.182 1.273 -1.827 -0.409
C 2.385 0.291 -1.447 -0.213
N 3.000 0.333 -0.122 -0.865
H -2.489 1.559 2.549 0.197
H -1.058 0.613 2.825 0.232
H -2.527 -0.228 2.137 0.219
H -2.362 0.539 0.050 0.415
H -0.700 0.082 -1.623 0.255
H -0.912 1.788 -1.791 0.225
H 1.281 1.214 -2.939 0.219
H 1.399 2.315 -1.617 0.207
H 3.064 0.574 -2.304 0.185
H 1.983 -0.756 -1.583 0.166
H 3.995 0.507 -0.295 0.354
H 2.666 1.110 0.465 0.384
O -2.047 -2.576 -0.385 -0.984
H -1.651 -3.438 -0.581 0.485
H -1.380 -2.270 0.262 0.477
O -1.492 4.372 0.993 -0.946
H -0.813 4.125 1.625 0.475
H -2.046 3.599 0.834 0.473
O 1.150 -0.471 3.190 -1.024
H 1.024 0.285 2.591 0.529
H 1.931 -0.695 3.683 0.505
O -0.251 -4.715 0.459 -0.987
H -0.152 -3.835 0.863 0.499
H 0.589 -5.015 0.109 0.471
O -0.984 -0.052 -3.696 -0.938
H -1.278 0.607 -4.337 0.470
H -1.313 -0.844 -4.142 0.476
O 0.294 -2.158 1.067 -0.992
H 0.649 -1.594 0.371 0.490
H 0.591 -1.676 1.856 0.519
```



[5]
Computed, not measured: a 3-piece molecular cluster, CH7NO4 overall in a non-equilibrium geometry, with wB97M-V/def2-TZVPD.

Results
Gap between HOMO and LUMO (eV): 11.11
HOMO level (Eh): -0.387
SMILES: NC(=O)O.O.O
Energy above the lowest of the compared OMol25 structures with the same formula, charge and spin (kcal/mol): 9.7
LUMO level (eV): 0.6

Structure (XYZ):
```
13
Properties=species:S:1:pos:R:3:nbo_charge:R:1
N -1.185 0.416 0.877 -0.837
C -0.176 -0.254 1.481 0.861
O -0.285 -1.099 2.322 -0.615
O 1.046 0.091 0.919 -0.739
H -2.092 0.211 1.254 0.397
H -1.060 1.248 0.331 0.433
H 1.569 0.489 1.631 0.497
O 0.193 1.603 -1.495 -0.971
H 0.895 2.049 -1.982 0.473
H 0.324 0.664 -1.691 0.498
O 0.458 -1.591 -1.456 -0.957
H -0.291 -2.148 -1.682 0.476
H 0.603 -1.678 -0.509 0.485
```



[6]
Computed, not measured: C12H24AlBr2F3N2O8P as an isolated structure in a non-equilibrium geometry, with wB97M-V/def2-TZVPD.

Results
Gap between HOMO and LUMO (eV): 4.90
HOMO level (Eh): -0.137
Charge: -1
LUMO level (eV): 1.2

Structure (XYZ):
```
53
Properties=species:S:1:pos:R:3:nbo_charge:R:1
C -2.528 3.137 3.114 -0.742
C -1.368 2.644 4.084 0.802
O -1.166 3.329 5.124 -0.589
O -0.515 1.542 3.861 -0.517
C -1.249 0.318 3.603 -0.097
C -0.415 -0.496 2.469 -0.420
C 1.181 -0.324 2.707 -0.413
C 1.943 -1.187 1.541 -0.986
Al 2.558 0.086 0.032 1.149
C 4.288 -0.561 -0.892 -0.992
C 5.524 0.341 -0.393 -0.467
C 5.870 1.558 -1.381 0.263
F 6.580 2.529 -0.567 -0.381
Br 4.264 2.478 -2.105 0.091
C 6.820 1.141 -2.611 0.622
F 7.816 0.212 -2.246 -0.332
F 5.994 0.673 -3.673 -0.334
Br 7.715 2.818 -3.250 -0.008
P 0.879 0.060 -1.642 0.590
O -0.444 1.076 -1.113 -1.008
O 1.533 0.667 -3.118 -0.991
H -2.207 4.005 2.429 0.247
H -3.385 3.511 3.773 0.237
H -2.922 2.313 2.434 0.239
H -2.292 0.464 3.177 0.196
H -1.302 -0.367 4.515 0.174
H -0.657 -1.622 2.495 0.201
H -0.622 -0.098 1.421 0.228
H 1.521 0.760 2.535 0.222
H 1.460 -0.700 3.762 0.179
H 1.184 -1.933 1.135 0.205
H 2.848 -1.655 2.055 0.207
H 2.742 1.571 0.605 -0.424
H 4.461 -1.637 -0.542 0.214
H 4.181 -0.554 -2.036 0.226
H 6.434 -0.347 -0.216 0.221
H 5.281 0.796 0.628 0.237
H -0.175 2.005 -1.277 0.469
H 1.027 0.237 -3.835 0.477
C -3.788 -0.896 -1.061 -0.484
N -3.694 -0.302 0.297 0.540
O -2.862 -0.766 1.055 -0.361
O -4.462 0.614 0.555 -0.413
H -3.051 -1.692 -1.147 0.240
H -4.793 -1.288 -1.177 0.237
H -3.586 -0.104 -1.780 0.241
C -7.321 -3.488 -3.367 -0.486
N -5.837 -3.479 -3.294 0.537
O -5.241 -4.346 -3.907 -0.356
O -5.324 -2.600 -2.621 -0.393
H -7.636 -4.319 -3.995 0.230
H -7.699 -3.605 -2.352 0.236
H -7.634 -2.538 -3.798 0.236
```